Entry from the OMol25 dataset: a structure of composition C9H21IrOS3Se3SiTe (ωB97M-V with the def2-TZVPD basis set).

Element x y z (Å)
Ir (0.420, 0.009, 0.351)
C (2.601, -0.310, -2.052)
C (1.284, -0.148, -2.801)
S (0.087, 0.814, -1.817)
C (-1.503, 0.025, -2.148)
C (-1.489, -1.472, -1.895)
S (-0.599, -1.939, -0.358)
C (0.769, -2.970, -1.019)
C (2.092, -2.593, -0.377)
S (2.466, -0.814, -0.305)
H (3.128, 0.644, -2.001)
H (3.254, -1.016, -2.564)
H (0.845, -1.104, -3.069)
H (1.453, 0.415, -3.719)
H (-1.846, 0.256, -3.156)
H (-2.148, 0.522, -1.420)
H (-1.038, -2.031, -2.713)
H (-2.509, -1.833, -1.774)
H (0.804, -2.866, -2.100)
H (0.534, -4.010, -0.793)
H (2.928, -3.106, -0.855)
H (2.097, -2.866, 0.679)
Se (0.848, -0.911, 2.625)
Se (2.503, 0.466, 3.509)
Te (1.500, 2.696, 3.176)
Se (0.747, 2.437, 0.875)
C (-2.220, 1.217, 3.526)
Si (-2.619, 0.268, 1.964)
C (-4.219, 0.931, 1.260)
C (-2.863, -1.545, 2.380)
O (-1.506, 0.482, 0.777)
H (-3.058, 1.123, 4.222)
H (-2.087, 2.283, 3.320)
H (-1.327, 0.842, 4.034)
H (-5.022, 0.898, 1.999)
H (-4.545, 0.346, 0.396)
H (-4.103, 1.969, 0.941)
H (-3.587, -1.657, 3.191)
H (-1.942, -2.034, 2.703)
H (-3.254, -2.094, 1.518)

Computed properties:
<S²>: 0.7578
Frontier orbital gap (alpha / beta), eV: 7.167 / 5.578
Total charge: +1
ΔE to the lowest compared entry with this formula, charge and spin, kJ/mol: 17.15
2S+1: 2


Entry from the OMol25 dataset: a cluster of 2 separate species, C9H21N2O2S in total at a distorted geometry (ωB97M-V with the def2-TZVPD basis set).

Element x y z (Å)
C (-2.631, 1.390, 0.774)
C (-0.481, 0.624, -0.073)
C (0.586, -3.010, -1.658)
C (0.845, 2.134, 2.541)
C (1.938, -0.157, 2.634)
C (-0.469, -2.068, -2.013)
C (-0.047, -1.067, -3.073)
C (-0.921, 0.120, -2.998)
C (0.691, 0.665, 2.395)
N (0.503, 0.559, 0.715)
N (-0.345, 0.205, 3.181)
O (-0.896, 2.555, -1.690)
O (1.237, 1.289, -1.819)
S (-0.221, 1.272, -1.806)
H (-2.395, 0.744, 1.569)
H (-3.027, 1.166, -0.137)
H (0.726, -3.644, -2.643)
H (1.458, -2.513, -1.234)
H (0.361, -3.777, -0.874)
H (1.169, 2.630, 1.722)
H (1.598, 2.467, 3.292)
H (-0.204, 2.535, 2.678)
H (2.593, -0.051, 1.794)
H (2.402, 0.088, 3.583)
H (1.773, -1.220, 2.874)
H (-1.484, -2.588, -2.340)
H (-0.798, -1.612, -1.153)
H (-0.031, -1.553, -4.121)
H (1.106, -0.673, -2.968)
H (-0.997, 0.675, -4.013)
H (-1.914, -0.105, -2.736)
H (1.494, 0.745, 0.421)
H (-1.271, 0.686, 3.016)
H (-2.066, 2.298, 0.820)
H (-0.278, -0.807, 3.340)

Computed properties:
Frontier orbital gap (alpha / beta), eV: 8.052 / 8.055
Total charge: +1
ΔE to the lowest compared entry with this formula, charge and spin, kJ/mol: 481.85


Entry from the OMol25 dataset: a cluster of 2 separate species, C9H21NO7P in total (ωB97M-V with the def2-TZVPD basis set).

Element x y z (Å)
C (1.741, -2.805, 0.931)
O (2.986, -2.418, 0.375)
C (2.850, -1.382, -0.592)
C (2.288, -0.081, -0.025)
C (3.070, 1.128, -0.535)
C (2.520, 2.521, -0.124)
C (1.499, 2.565, 0.994)
O (0.222, 2.166, 0.560)
C (-0.522, 1.493, 1.562)
C (-1.984, 1.498, 1.228)
O (-2.236, 1.042, -0.079)
C (-2.840, -0.228, -0.175)
P (-4.627, -0.102, -0.614)
O (-5.219, 1.259, -0.487)
H (1.539, -2.226, 1.833)
H (0.922, -2.655, 0.230)
H (1.788, -3.849, 1.215)
H (3.842, -1.210, -1.001)
H (2.237, -1.768, -1.409)
H (1.256, 0.038, -0.340)
H (2.333, -0.133, 1.055)
H (3.058, 1.056, -1.618)
H (4.098, 1.026, -0.198)
H (2.163, 3.031, -1.012)
H (3.366, 3.103, 0.238)
H (1.469, 3.586, 1.387)
H (1.858, 1.946, 1.817)
H (-0.120, 0.486, 1.709)
H (-0.409, 2.031, 2.509)
H (-2.357, 2.518, 1.317)
H (-2.514, 0.917, 1.981)
H (-2.365, -0.779, -0.982)
H (-2.735, -0.840, 0.719)
H (-4.791, -0.620, -1.908)
H (-5.290, -0.996, 0.258)
N (-2.271, -2.835, -2.711)
O (-1.913, -1.733, -3.177)
O (-1.889, -3.896, -3.226)
O (-3.023, -2.856, -1.706)

Computed properties:
Frontier orbital gap, eV: 7.721
Total charge: -1


Entry from the OMol25 dataset: a structure of composition C9H21NP at a distorted geometry (ωB97M-V with the def2-TZVPD basis set).

Element x y z (Å)
C (2.464, 0.180, 0.816)
C (1.669, 0.899, -0.175)
C (1.964, 0.768, -1.599)
C (2.868, -2.132, 0.270)
C (-4.885, -0.520, 0.395)
C (3.613, -0.815, 0.453)
C (-3.399, -0.709, 0.132)
C (-2.755, 0.702, 0.207)
C (-1.157, 0.577, 0.368)
N (2.833, 1.571, 0.770)
P (-0.301, 2.122, 0.302)
H (1.993, -0.135, 1.746)
H (1.444, 1.618, -2.168)
H (1.574, -0.244, -1.937)
H (3.127, 0.738, -1.896)
H (2.209, -2.110, 1.053)
H (3.618, -2.860, 0.436)
H (2.429, -2.313, -0.670)
H (-5.040, -0.163, 1.393)
H (-5.273, 0.235, -0.248)
H (-5.396, -1.509, 0.214)
H (4.093, -0.375, -0.431)
H (4.190, -0.763, 1.406)
H (-3.431, -1.096, -0.910)
H (-2.937, -1.330, 0.902)
H (-2.830, 1.203, -0.847)
H (-3.278, 1.221, 0.976)
H (-0.824, -0.034, 1.229)
H (-0.965, -0.131, -0.485)
H (2.554, 2.205, 1.504)
H (3.613, 1.872, 0.190)
H (-0.487, 2.337, -1.099)

Computed properties:
Frontier orbital gap, eV: 9.510
Total charge: +1
ΔE to the lowest compared entry with this formula, charge and spin, kJ/mol: 243.52


Entry from the OMol25 dataset: an isolated molecule of C9H21PS at a distorted geometry (ωB97M-V with the def2-TZVPD basis set).

Element x y z (Å)
C (-3.536, -1.308, -1.042)
C (-2.875, -0.740, 0.134)
C (-1.701, -1.474, 0.672)
P (-0.125, -1.375, 0.073)
C (0.618, -2.697, 1.167)
S (0.880, -2.284, -1.734)
C (0.149, 0.451, 0.220)
C (1.583, 0.923, 0.156)
C (2.390, 0.584, 1.344)
C (1.515, 2.525, 0.158)
C (1.477, 3.105, -1.281)
H (-4.161, -2.219, -0.864)
H (-4.392, -0.806, -1.579)
H (-2.831, -1.549, -1.891)
H (-2.428, 0.331, -0.100)
H (-3.585, -0.319, 0.859)
H (-1.970, -2.486, 0.960)
H (1.492, -3.192, 0.587)
H (0.983, -2.389, 2.181)
H (-0.262, -3.400, 1.369)
H (0.309, -1.223, -2.408)
H (-0.131, 0.866, -0.714)
H (-0.431, 0.904, 1.102)
H (2.087, 0.644, -0.692)
H (2.081, 1.150, 2.163)
H (3.429, 0.688, 1.170)
H (2.040, -0.445, 1.609)
H (0.611, 2.948, 0.546)
H (2.369, 2.897, 0.779)
H (2.252, 2.547, -1.910)
H (0.434, 3.226, -1.867)
H (1.725, 4.121, -1.169)

Computed properties:
Frontier orbital gap, eV: 7.969
ΔE to the lowest compared entry with this formula, charge and spin, kJ/mol: 263.44


Entry from the OMol25 dataset: a structure of composition C9H22AsO6PbS4 at a distorted geometry (ωB97M-V with the def2-TZVPD basis set).

Element x y z (Å)
Pb (0.201, -0.864, -0.627)
O (2.151, -0.840, 0.989)
S (1.157, -1.701, 1.823)
O (0.913, -2.960, 1.039)
O (-0.175, -0.941, 1.667)
O (1.648, -1.911, 3.152)
C (2.922, 1.256, -2.953)
C (3.454, 0.252, -1.974)
O (2.720, -0.956, -2.187)
C (3.324, -2.084, -1.534)
C (2.564, -3.301, -2.024)
H (3.575, 2.163, -2.997)
H (1.917, 1.566, -2.590)
H (2.863, 0.834, -3.961)
H (3.374, 0.534, -0.915)
H (4.551, 0.128, -2.121)
H (3.271, -1.885, -0.457)
H (4.377, -2.113, -1.768)
H (1.749, -3.524, -1.312)
H (3.187, -4.236, -2.068)
H (2.138, -3.089, -3.050)
C (1.131, 2.064, 2.754)
As (-0.411, 2.291, 1.593)
C (-1.243, 4.005, 2.005)
C (-2.019, 1.290, 2.182)
S (0.078, 1.985, -0.480)
H (1.868, 2.837, 2.529)
H (1.484, 1.033, 2.501)
H (0.770, 2.071, 3.792)
H (-1.212, 4.190, 3.071)
H (-2.230, 3.946, 1.546)
H (-0.616, 4.754, 1.488)
H (-2.684, 1.940, 2.777)
H (-1.674, 0.421, 2.729)
H (-2.554, 0.969, 1.262)
C (-6.425, -1.194, -0.662)
O (-5.322, -2.048, -1.091)
C (-4.090, -1.486, -0.833)
S (-3.855, 0.165, -0.696)
S (-2.855, -2.575, -0.885)
H (-7.308, -1.858, -0.548)
H (-6.597, -0.446, -1.459)
H (-6.120, -0.683, 0.294)

Computed properties:
Frontier orbital gap, eV: 6.565
Total charge: -1
ΔE to the lowest compared entry with this formula, charge and spin, kJ/mol: 0.00


Entry from the OMol25 dataset: a structure of composition C9H22BO3Rb at a distorted geometry (ωB97M-V with the def2-TZVPD basis set).

Element x y z (Å)
Rb (0.706, 0.406, -2.403)
B (-1.922, -0.596, -3.468)
H (-1.385, -0.373, -4.377)
H (-1.983, 0.203, -2.746)
H (-2.951, -0.776, -3.741)
H (-1.486, -1.484, -3.036)
C (-2.754, 0.221, 0.210)
C (-1.785, 1.341, 0.114)
O (-0.554, 1.237, 0.126)
C (-2.455, 2.702, -0.186)
H (-2.186, -0.654, -0.104)
H (-3.562, 0.368, -0.508)
H (-3.191, 0.097, 1.201)
H (-2.577, 2.827, -1.262)
H (-1.746, 3.499, 0.040)
H (-3.363, 2.812, 0.406)
C (4.050, 0.228, 0.853)
C (3.216, 1.474, 0.560)
O (2.621, 1.600, -0.491)
C (3.212, 2.599, 1.588)
H (3.621, -0.202, 1.759)
H (5.045, 0.520, 1.189)
H (3.990, -0.610, 0.158)
H (2.429, 2.691, 2.341)
H (3.140, 3.569, 1.096)
H (4.200, 2.697, 2.038)
C (0.664, -1.854, 0.345)
C (0.109, -2.799, 1.365)
O (0.771, -3.256, 2.286)
C (-1.325, -3.311, 1.119)
H (0.559, -0.828, 0.696)
H (0.198, -1.959, -0.634)
H (1.723, -2.080, 0.217)
H (-1.618, -3.254, 0.071)
H (-1.990, -2.709, 1.738)
H (-1.421, -4.348, 1.443)

Computed properties:
Frontier orbital gap, eV: 8.422
ΔE to the lowest compared entry with this formula, charge and spin, kJ/mol: 176.29


Entry from the OMol25 dataset: a structure of composition C9H22CeClIO2P at a distorted geometry (ωB97M-V with the def2-TZVPD basis set).

Element x y z (Å)
C (0.713, -1.597, -0.576)
I (0.934, 2.728, -0.149)
H (-0.279, -2.127, -0.662)
H (1.238, -1.992, 0.317)
H (1.293, -1.831, -1.478)
Ce (-0.811, 0.142, 0.133)
P (-0.004, 0.519, -2.705)
C (1.533, 1.045, -3.519)
C (-0.527, -0.818, -3.835)
H (-2.109, 1.751, -2.775)
H (-1.221, 1.791, -4.335)
H (-0.700, 2.840, -2.963)
C (-1.125, 1.870, -3.245)
H (-1.472, -1.244, -3.480)
H (-0.662, -0.387, -4.836)
H (1.336, 1.190, -4.591)
H (2.307, 0.277, -3.402)
H (0.243, -1.598, -3.866)
H (1.894, 1.983, -3.083)
C (1.814, 0.301, -0.506)
O (2.977, 0.195, -0.590)
Cl (-3.117, -0.379, -0.826)
C (-1.613, 1.588, 3.457)
C (-0.259, 0.897, 3.425)
O (-0.271, -0.248, 2.488)
C (-0.310, -1.575, 3.142)
C (1.070, -2.128, 3.434)
H (-1.914, 2.030, 2.492)
H (-1.602, 2.387, 4.199)
H (-2.392, 0.873, 3.763)
H (0.535, 1.561, 3.064)
H (0.009, 0.507, 4.414)
H (-0.893, -1.462, 4.067)
H (-0.857, -2.235, 2.462)
H (1.592, -1.525, 4.183)
H (0.956, -3.134, 3.846)
H (1.696, -2.195, 2.537)

Computed properties:
Frontier orbital gap (alpha / beta), eV: 5.207 / 5.207
Total charge: +3
ΔE to the lowest compared entry with this formula, charge and spin, kJ/mol: 32.48


Entry from the OMol25 dataset: a structure of composition C9H22F2INNbO at a distorted geometry (ωB97M-V with the def2-TZVPD basis set).

Element x y z (Å)
C (0.438, 4.412, 1.390)
C (1.541, 3.559, 0.734)
C (1.009, 2.418, -0.086)
F (2.134, 1.850, -0.753)
Nb (-0.064, 0.680, 0.969)
F (0.591, -0.614, -0.432)
C (-2.001, 0.977, -0.269)
I (-3.530, -0.480, 0.287)
C (-2.618, 2.376, -0.223)
C (-3.336, 2.742, 1.068)
H (-0.532, 3.950, 1.316)
H (0.419, 5.389, 0.927)
H (0.677, 4.574, 2.431)
H (2.113, 4.212, 0.076)
H (2.232, 3.211, 1.488)
H (0.356, 2.788, -0.880)
H (-0.845, -0.705, 1.886)
H (1.468, 0.388, 1.946)
H (-0.674, 1.776, 2.262)
H (-1.727, 0.732, -1.287)
H (-3.335, 2.454, -1.036)
H (-1.844, 3.111, -0.409)
H (-3.324, 3.819, 1.187)
H (-2.865, 2.259, 1.911)
H (-4.372, 2.442, 1.022)
C (0.755, -5.984, -0.655)
O (1.032, -7.164, -0.805)
N (1.419, -4.967, -1.220)
C (1.046, -3.574, -1.008)
C (2.549, -5.274, -2.074)
H (-0.085, -5.650, -0.024)
H (0.794, -3.104, -1.958)
H (1.874, -3.028, -0.557)
H (0.187, -3.504, -0.347)
H (2.233, -5.898, -2.912)
H (3.309, -5.823, -1.514)
H (2.975, -4.348, -2.450)

Computed properties:
Frontier orbital gap, eV: 6.831
Total charge: -1


Entry from the OMol25 dataset: a cluster of 3 separate species, C9H22FN2O10S3 in total at a distorted geometry (ωB97M-V with the def2-TZVPD basis set).

Element x y z (Å)
C (-2.053, 1.691, -2.453)
N (-0.611, 1.500, -2.660)
C (0.119, 1.014, -1.482)
N (1.247, 1.926, -1.212)
C (2.508, 1.499, -2.049)
O (3.019, 0.452, -1.664)
O (2.710, 2.254, -2.977)
S (1.489, 2.332, 0.320)
O (2.309, 3.497, 0.402)
O (0.255, 2.260, 1.049)
F (2.360, 1.178, 0.935)
H (-2.339, 1.585, -1.401)
H (-2.628, 0.970, -3.046)
H (-2.356, 2.690, -2.778)
H (-0.206, 2.406, -2.866)
H (0.519, 0.017, -1.684)
H (-0.525, 0.942, -0.607)
O (1.327, -4.192, -2.657)
S (0.871, -2.938, -3.184)
O (-0.101, -2.193, -2.446)
O (0.300, -3.210, -4.655)
C (-0.678, -4.256, -4.793)
C (-2.056, -3.843, -4.316)
C (2.222, -1.924, -3.639)
H (-0.323, -5.148, -4.273)
H (-0.690, -4.475, -5.860)
H (-2.071, -3.683, -3.239)
H (-2.777, -4.624, -4.562)
H (-2.361, -2.913, -4.795)
H (2.915, -2.526, -4.220)
H (2.688, -1.558, -2.722)
H (1.850, -1.077, -4.210)
O (1.017, 0.081, 6.270)
S (-0.027, 1.004, 6.600)
O (-1.277, 0.498, 7.082)
O (-0.267, 1.987, 5.394)
C (-0.483, 1.425, 4.064)
C (-1.868, 0.841, 3.901)
C (0.579, 2.201, 7.739)
H (0.295, 0.691, 3.857)
H (-0.333, 2.258, 3.385)
H (-2.012, -0.042, 4.523)
H (-2.008, 0.559, 2.857)
H (-2.628, 1.573, 4.177)
H (1.519, 2.595, 7.364)
H (0.726, 1.688, 8.686)
H (-0.164, 2.987, 7.844)

Computed properties:
Frontier orbital gap, eV: 8.091
Total charge: -1


Entry from the OMol25 dataset: an isolated molecule of C9H22N2Si at a distorted geometry (ωB97M-V with the def2-TZVPD basis set).

Element x y z (Å)
C (-2.479, -1.636, -2.881)
C (-1.680, -1.348, -1.589)
C (-0.617, -0.390, -2.037)
Si (1.064, -0.324, -0.702)
N (1.676, -1.948, -0.970)
N (2.110, 0.844, -1.593)
C (0.511, 0.330, 1.055)
C (0.623, -0.670, 2.137)
C (-0.627, -1.269, 2.886)
C (0.386, 1.662, 1.202)
C (0.569, 2.723, 0.134)
C (0.209, 2.381, 2.551)
H (-1.819, -2.254, -3.534)
H (-3.358, -2.159, -2.561)
H (-2.787, -0.637, -3.339)
H (-2.281, -0.723, -0.973)
H (-1.318, -2.118, -1.107)
H (-0.820, 0.643, -2.138)
H (-0.124, -0.740, -2.964)
H (1.642, -2.696, -0.160)
H (1.526, -2.481, -1.854)
H (3.038, 1.176, -1.212)
H (2.272, 0.712, -2.600)
H (1.279, -0.167, 2.930)
H (1.242, -1.515, 1.821)
H (-1.058, -0.395, 3.267)
H (-1.308, -1.791, 2.191)
H (-0.148, -1.965, 3.603)
H (0.045, 3.595, 0.465)
H (0.225, 2.456, -0.847)
H (1.591, 2.955, 0.082)
H (0.709, 1.951, 3.536)
H (0.584, 3.392, 2.461)
H (-0.881, 2.406, 2.739)

Computed properties:
Frontier orbital gap, eV: 8.742
ΔE to the lowest compared entry with this formula, charge and spin, kJ/mol: 146.78


Entry from the OMol25 dataset: the ion C9H22N3 with charge +1 at a distorted geometry (ωB97M-V with the def2-TZVPD basis set).

Element x y z (Å)
H (2.235, 0.848, 2.344)
N (1.431, 0.434, 1.896)
C (0.796, 1.248, 1.172)
N (1.304, 2.510, 1.199)
C (-0.495, 0.956, 0.400)
C (-1.400, 0.391, 1.494)
C (-1.238, 2.226, -0.155)
C (-0.064, -0.068, -0.652)
C (1.076, 0.486, -1.570)
C (-1.133, -0.636, -1.573)
C (0.287, -1.416, 0.103)
C (-0.673, -2.638, 0.266)
N (1.493, -2.088, -0.559)
H (0.985, 3.169, 0.518)
H (2.115, 2.785, 1.719)
H (-2.538, 0.303, 1.186)
H (-1.449, 1.129, 2.422)
H (-1.157, -0.495, 1.937)
H (-2.111, 2.458, 0.511)
H (-1.616, 2.049, -1.100)
H (-0.731, 3.103, -0.214)
H (0.693, 1.383, -1.847)
H (1.147, -0.035, -2.420)
H (1.913, 0.738, -1.012)
H (-1.892, 0.206, -1.924)
H (-1.825, -1.255, -1.112)
H (-0.806, -1.143, -2.510)
H (0.834, -1.258, 0.997)
H (-1.334, -2.326, 0.992)
H (-0.194, -3.463, 0.667)
H (-1.048, -2.836, -0.680)
H (1.664, -3.081, -0.399)
H (1.365, -2.076, -1.549)
H (2.369, -1.606, -0.548)

Computed properties:
Frontier orbital gap, eV: 9.353
Total charge: +1
ΔE to the lowest compared entry with this formula, charge and spin, kJ/mol: 108.75


| no. | energy (Eh) | molecular weight (g mol⁻¹) |
| --- | --- | --- |
| 1 | -9491.42087 | 826.2 |
| 2 | -1013.21729 | 221.3 |
| 3 | -1278.20494 | 286.2 |
| 4 | -751.24705 | 174.2 |
| 5 | -1094.91864 | 192.3 |
| 6 | -4829.02231 | 636.7 |
| 7 | -630.67668 | 274.6 |
| 8 | -2079.72767 | 495.7 |
| 9 | -1040.39712 | 418.1 |
| 10 | -2512.53468 | 433.5 |
| 11 | -755.08967 | 186.4 |
| 12 | -520.05520 | 172.3 |